*1*
Here is 9 unconnected molecules or ions with the total composition C18H59N4O9 from the Open Molecules 2025 dataset. Energies are from ωB97M-V/def2-TZVPD.

As for the HOMO energy: -0.389 Eh.

Structure (ORCA input):
```
! wB97M-V def2-TZVPD RIJCOSX def2/J DEFGRID3
* xyz 1 1
O 4.274 -0.696 -0.701
H 4.432 -1.525 -0.245
H 3.464 -0.708 -1.216
H 4.969 -0.474 -1.325
O 2.045 0.158 -4.816
H 2.978 0.128 -5.039
H 1.855 0.032 -3.884
H 1.579 -0.442 -5.403
C 0.905 -0.440 -0.074
C 0.948 -0.962 -1.489
O 1.914 -0.424 -2.327
H 0.541 0.582 0.027
H 1.905 -0.539 0.348
H 0.363 -1.173 0.523
H -0.073 -0.876 -1.860
H 1.069 -2.041 -1.388
C 1.181 -4.213 1.322
C 2.078 -5.420 1.137
C 2.075 -6.088 -0.292
O 2.657 -7.450 -0.291
C 1.857 -8.423 0.375
N 3.464 -4.968 1.415
H 1.066 -3.779 2.315
H 0.153 -4.427 1.030
H 1.502 -3.310 0.803
H 1.921 -6.112 1.963
H 2.664 -5.500 -0.996
H 1.090 -5.994 -0.750
H 2.389 -8.728 1.276
H 1.778 -9.311 -0.251
H 0.843 -8.211 0.715
H 3.471 -4.994 2.424
H 3.963 -5.820 1.202
C -3.511 1.517 6.088
C -3.799 0.769 4.786
C -2.751 0.948 3.615
O -3.228 0.334 2.367
C -2.311 0.410 1.310
N -3.771 -0.610 5.133
H -3.178 2.480 5.702
H -2.689 1.106 6.675
H -4.349 1.747 6.746
H -4.807 1.055 4.488
H -1.944 0.396 4.097
H -2.523 1.998 3.434
H -1.321 0.020 1.548
H -2.369 1.454 1.003
H -2.621 -0.211 0.470
H -4.246 -1.103 4.390
H -4.373 -0.726 5.936
C -0.346 3.643 1.422
C 0.329 4.992 1.409
C 0.149 5.750 2.763
O -1.202 5.875 3.102
C -1.705 7.204 3.080
N 1.731 4.809 0.924
H -1.416 3.772 1.262
H -0.218 3.358 2.466
H 0.059 3.009 0.633
H -0.175 5.600 0.657
H 0.661 6.713 2.742
H 0.634 5.380 3.667
H -2.794 7.170 3.095
H -1.455 7.685 2.135
H -1.311 7.741 3.943
H 1.653 4.441 -0.013
H 2.280 4.082 1.359
C -0.869 1.144 -5.518
C -0.952 -0.425 -5.533
C -2.412 -0.946 -5.624
O -3.346 -0.347 -4.738
C -2.957 -0.259 -3.400
N 0.039 -0.801 -6.564
H 0.104 1.548 -5.238
H -1.513 1.649 -4.799
H -1.200 1.639 -6.431
H -0.561 -0.731 -4.563
H -2.405 -2.035 -5.666
H -2.898 -0.735 -6.576
H -3.766 -0.373 -2.678
H -2.384 0.655 -3.244
H -2.331 -1.028 -2.946
H 0.055 -1.805 -6.676
H -0.223 -0.454 -7.475
O 3.272 2.080 1.676
H 4.212 2.237 1.586
H 2.947 2.045 0.776
O 2.435 2.071 -0.760
H 2.269 2.856 -1.283
H 2.086 1.353 -1.287
*
```

Löwdin atomic charge list, values in e, 2 entries: atom 1 (O): 0.344, atom 2 (H): 0.181

*2*
Here is 9 unconnected molecules or ions with the total composition C18H59N4O9 from the Open Molecules 2025 dataset. Energies are from ωB97M-V/def2-TZVPD.

As for the HOMO energy: -0.382 Eh.

Structure (ORCA input):
```
! wB97M-V def2-TZVPD RIJCOSX def2/J DEFGRID3
* xyz 1 1
O -13.086 -8.767 -9.937
H -13.374 -9.628 -9.571
H -13.870 -8.277 -10.411
H -12.683 -8.245 -9.225
O -15.049 -6.028 -8.689
H -14.221 -6.452 -8.419
H -15.295 -6.474 -9.593
H -14.878 -5.082 -8.904
C -16.276 -7.051 -13.043
C -16.203 -7.872 -11.766
O -15.206 -7.533 -10.879
H -16.458 -7.712 -13.892
H -15.291 -6.645 -13.284
H -17.015 -6.249 -13.027
H -15.989 -8.888 -12.140
H -17.209 -8.038 -11.352
C -18.791 -0.751 -8.174
C -17.781 -0.972 -9.286
C -17.995 -2.213 -10.111
O -16.990 -2.285 -11.138
C -17.122 -3.482 -11.878
N -17.751 0.232 -10.158
H -18.922 -1.594 -7.490
H -19.827 -0.589 -8.494
H -18.619 0.189 -7.650
H -16.778 -1.024 -8.841
H -18.962 -2.198 -10.624
H -17.920 -3.093 -9.466
H -16.245 -3.575 -12.519
H -18.093 -3.515 -12.372
H -16.981 -4.371 -11.243
H -17.164 0.922 -9.713
H -17.381 -0.129 -11.030
C -13.233 -11.408 -13.597
C -14.285 -11.896 -14.574
C -15.384 -10.844 -14.894
O -16.090 -11.278 -16.029
C -17.097 -10.335 -16.367
N -13.573 -12.189 -15.805
H -13.754 -11.062 -12.695
H -12.682 -10.570 -14.027
H -12.510 -12.166 -13.300
H -14.694 -12.865 -14.261
H -14.987 -9.848 -15.131
H -15.915 -10.728 -13.938
H -17.349 -9.629 -15.576
H -18.005 -10.873 -16.653
H -16.800 -9.817 -17.286
H -12.916 -12.963 -15.772
H -14.270 -12.577 -16.440
C -19.992 -7.160 -15.708
C -19.647 -5.995 -16.621
C -18.270 -5.435 -16.318
O -18.162 -4.096 -16.752
C -16.878 -3.587 -16.502
N -19.735 -6.602 -17.972
H -20.000 -6.743 -14.692
H -19.240 -7.949 -15.783
H -20.972 -7.609 -15.860
H -20.499 -5.312 -16.518
H -17.619 -6.018 -16.983
H -18.069 -5.530 -15.247
H -16.038 -4.170 -16.895
H -16.689 -3.594 -15.417
H -16.809 -2.542 -16.791
H -20.686 -6.859 -18.202
H -19.459 -5.911 -18.666
C -12.839 -7.402 -15.870
C -13.798 -7.902 -16.949
C -14.084 -6.853 -18.026
O -15.202 -7.252 -18.762
C -15.438 -6.484 -19.929
N -13.346 -9.132 -17.628
H -13.439 -6.812 -15.172
H -12.094 -6.691 -16.230
H -12.328 -8.227 -15.376
H -14.785 -8.222 -16.586
H -13.209 -6.685 -18.672
H -14.227 -5.833 -17.635
H -15.340 -5.425 -19.662
H -16.408 -6.658 -20.381
H -14.624 -6.703 -20.627
H -13.404 -9.817 -16.887
H -14.046 -9.211 -18.358
O -18.467 -6.951 -8.866
H -17.892 -7.388 -9.501
H -19.277 -6.779 -9.360
O -13.566 -5.211 -12.177
H -14.358 -5.728 -11.984
H -12.862 -5.657 -11.698
*
```

Löwdin atomic charge list, values in e, 2 entries: atom 1 (O): 0.265, atom 2 (H): 0.187

Verdict on stability: *1* comes out at the bottom.

*1*
Here is a molecular structure, ClF2HSi from the Open Molecules 2025 dataset. Energies are from ωB97M-V/def2-TZVPD.

As for the HOMO energy: -0.451 Eh.

Structure (ORCA input):
```
! wB97M-V def2-TZVPD RIJCOSX def2/J DEFGRID3
* xyz 0 1
F 1.043 2.208 0.296
F 1.147 0.105 -1.960
Si 1.031 0.179 -0.343
Cl 2.733 -0.308 0.550
H -0.065 -0.538 0.141
*
```

Löwdin atomic charge list, values in e, 2 entries: atom 1 (F): -0.460, atom 2 (F): -0.190

*2*
Here is a single ClF2HSi molecule from the Open Molecules 2025 dataset. Energies are from ωB97M-V/def2-TZVPD.

As for the HOMO energy: -0.443 Eh.

Structure (ORCA input):
```
! wB97M-V def2-TZVPD RIJCOSX def2/J DEFGRID3
* xyz 0 1
F 0.046 -1.300 0.913
Si -0.200 -0.027 -0.135
F -0.863 1.108 0.733
Cl 1.644 0.612 -0.116
H -0.626 -0.393 -1.395
*
```

Löwdin atomic charge list, values in e, 2 entries: atom 1 (F): -0.233, atom 2 (Si): -0.008

Verdict on stability: *1* comes out at the bottom.

*1*
Here is 3 unconnected molecules or ions with the total composition C5H13FNO from the Open Molecules 2025 dataset. Energies are from ωB97M-V/def2-TZVPD.

As for the HOMO energy: -0.470 Eh.

Structure (ORCA input):
```
! wB97M-V def2-TZVPD RIJCOSX def2/J DEFGRID3
* xyz 1 1
C 1.606 0.899 0.206
C -0.174 2.251 1.498
C -0.562 -0.936 -2.326
C -1.489 -0.511 -1.471
C 0.501 1.713 0.237
N 0.685 -1.975 0.805
O -1.477 -0.815 -0.165
F -0.242 1.828 -0.857
H 1.537 0.193 -0.601
H 2.376 0.934 0.941
H 1.419 -1.228 0.797
H -1.147 1.870 1.666
H 0.436 1.886 2.359
H -0.199 3.337 1.357
H -0.506 -0.716 -3.340
H 0.261 -1.579 -2.106
H -2.408 0.073 -1.797
H 1.186 -2.753 0.255
H -0.293 -1.853 0.404
H 0.656 -2.334 1.861
H -2.165 -0.285 0.278
*
```

Löwdin atomic charge list, values in e, 2 entries: atom 1 (C): 0.031, atom 2 (C): -0.006

*2*
Here is 2 unconnected molecules or ions with the total composition C5H13FNO from the Open Molecules 2025 dataset. Energies are from ωB97M-V/def2-TZVPD.

As for the HOMO energy: -0.511 Eh.

Structure (ORCA input):
```
! wB97M-V def2-TZVPD RIJCOSX def2/J DEFGRID3
* xyz 1 1
C 0.317 1.559 -0.067
C 1.585 0.256 -1.645
C -0.651 -0.395 -1.082
C 1.104 -0.613 0.569
C -2.075 -0.541 1.753
N 0.593 0.198 -0.556
O -2.009 -1.487 2.579
F -3.189 0.195 1.912
H -0.362 1.512 0.782
H 1.243 2.037 0.246
H -0.140 2.163 -0.848
H 2.532 0.654 -1.284
H 1.755 -0.738 -2.054
H 1.219 0.900 -2.445
H -1.043 0.216 -1.896
H -0.463 -1.402 -1.455
H -1.391 -0.448 -0.276
H 1.973 -0.129 1.010
H 0.328 -0.731 1.321
H 1.408 -1.591 0.206
H -2.733 -1.614 3.231
*
```

Löwdin atomic charge list, values in e, 2 entries: atom 1 (C): 0.002, atom 2 (C): -0.001

Verdict on stability: *1* comes out at the bottom.